C37H40O2P2Pt | the ωB97M-V functional and the def2-TZVPD basis

- 2S+1 = 3
- relative energy (zero: lowest compared OMol25 entry of this formula, charge and spin) (kJ/mol) = 254.0
- expectation value of S² = 2.014
- frontier orbital gap (alpha / beta) (eV) = 5.35 / 5.14

Cartesian coordinates (Å):
Pt: 0.9097 -0.7633 -6.3410
C: -1.6141 -0.0657 -0.4924
C: -1.9710 -0.0385 -1.7872
C: -2.7261 1.0665 -2.4420
C: -1.8441 1.9974 -3.3225
C: -0.6605 2.5575 -2.5979
C: -0.4876 2.6957 -1.2720
C: -1.5279 2.5125 -0.1927
C: -1.6038 1.0924 0.4364
C: 1.9231 -0.1495 -4.6424
H: -1.3280 -1.0187 -0.0020
H: -1.7766 -0.8953 -2.4378
H: -3.2547 1.6694 -1.6987
H: -3.4750 0.6404 -3.1197
H: -1.4552 1.4629 -4.2178
H: -2.5052 2.7873 -3.7370
H: 0.0794 3.0260 -3.2666
H: 0.5151 2.9780 -0.9112
H: -2.5385 2.8475 -0.4662
H: -1.2191 3.1815 0.6241
H: -0.7835 0.9784 1.1618
H: -2.5162 1.0707 1.0395
H: 1.2710 -0.2457 -3.7612
H: 2.3567 0.8475 -4.6986
H: 2.7150 -0.9067 -4.6533
P: -0.4732 -1.7403 -7.7316
P: 1.3702 0.6865 -7.9180
C: -1.1577 -0.1764 -8.3817
C: -0.3434 0.9028 -8.5144
C: -0.3941 -2.9781 -9.0797
C: -1.4789 -2.8312 -9.9615
C: -1.7070 -3.7444 -10.9865
C: -0.8233 -4.8163 -11.1595
C: 0.3035 -4.9534 -10.3308
C: 0.5249 -4.0425 -9.2875
C: -1.6320 -2.4658 -6.5081
C: -1.3936 -1.9477 -5.2387
C: -1.8990 -2.5921 -4.0949
C: -2.9948 -3.4610 -4.2434
C: -3.2869 -3.9587 -5.5133
C: -2.5306 -3.5539 -6.6293
C: 2.3486 0.6694 -9.4495
C: 2.1144 -0.3075 -10.4419
C: 2.5544 -0.0722 -11.7441
C: 3.2805 1.0840 -12.0550
C: 3.5629 2.0138 -11.0526
C: 3.1244 1.8012 -9.7537
C: 1.9574 2.1426 -7.0031
C: 3.2723 2.2568 -6.5151
C: 3.6232 3.3841 -5.7670
C: 2.6854 4.4021 -5.5627
C: 1.3964 4.2907 -6.0857
C: 1.0149 3.1490 -6.7862
H: -2.2254 -0.1546 -8.6101
H: -0.6041 1.7993 -9.0844
H: -2.1598 -1.9829 -9.8413
H: -2.5761 -3.5977 -11.6415
H: -1.0098 -5.5338 -11.9587
H: 1.0070 -5.7792 -10.5141
H: 1.4048 -4.1703 -8.6438
H: -0.8242 -0.9778 -5.0804
H: -1.3599 -2.3770 -3.1655
H: -3.5711 -3.7392 -3.3575
H: -4.0864 -4.7014 -5.6259
H: -2.6368 -4.0863 -7.5639
H: 1.5841 -1.2314 -10.1855
H: 2.3221 -0.7859 -12.5326
H: 3.6146 1.2674 -13.0696
H: 4.1111 2.9227 -11.2774
H: 3.3729 2.5240 -8.9771
H: 3.9969 1.4531 -6.6820
H: 4.6218 3.4626 -5.3434
H: 2.9623 5.2836 -4.9758
H: 0.6687 5.0875 -5.9431
H: -0.0010 3.0151 -7.1591
C: 0.9973 -2.6709 -0.7491
C: 1.0470 -2.0080 -2.1148
O: 0.8403 -0.7373 -2.0725
O: 1.2800 -2.6829 -3.1437
H: 0.1445 -2.2763 -0.1998
H: 1.8733 -2.3787 -0.1611
H: 0.9300 -3.7556 -0.8314

From a Löwdin analysis of the wavefunction, the atomic charges in e read: number 1, Pt, carries 0.628; number 2, C, carries -0.119; number 3, C, carries -0.107; number 4, C, carries -0.182; number 5, C, carries -0.179; number 6, C, carries -0.114; number 7, C, carries -0.100; number 8, C, carries -0.200; number 9, C, carries -0.193; number 10, C, carries -0.291; number 11, H, carries 0.091; number 12, H, carries 0.059; number 13, H, carries 0.095; number 14, H, carries 0.113; number 15, H, carries 0.104; number 16, H, carries 0.116; number 17, H, carries 0.098; number 18, H, carries 0.107; number 19, H, carries 0.100; number 20, H, carries 0.105; number 21, H, carries 0.112; number 22, H, carries 0.111; number 23, H, carries -0.042; number 24, H, carries -0.036; number 25, H, carries -0.015; number 26, P, carries 0.777; number 27, P, carries 0.784; number 28, C, carries -0.292; number 29, C, carries -0.276; number 30, C, carries -0.347; number 31, C, carries -0.120; number 32, C, carries -0.080; number 33, C, carries -0.082; number 34, C, carries -0.080; number 35, C, carries -0.068; number 36, C, carries -0.340; number 37, C, carries -0.156; number 38, C, carries -0.071; number 39, C, carries -0.068; number 40, C, carries -0.090; number 41, C, carries -0.069; number 42, C, carries -0.324; number 43, C, carries -0.080; number 44, C, carries -0.083; number 45, C, carries -0.086; number 46, C, carries -0.083; number 47, C, carries -0.087; number 48, C, carries -0.399; number 49, C, carries -0.126; number 50, C, carries -0.077; number 51, C, carries -0.087; number 52, C, carries -0.086; number 53, C, carries -0.092; number 54, H, carries 0.072; number 55, H, carries 0.085; number 56, H, carries 0.093; number 57, H, carries 0.110; number 58, H, carries 0.103; number 59, H, carries 0.109; number 60, H, carries 0.113; number 61, H, carries 0.053; number 62, H, carries 0.080; number 63, H, carries 0.108; number 64, H, carries 0.105; number 65, H, carries 0.094; number 66, H, carries 0.091; number 67, H, carries 0.103; number 68, H, carries 0.099; number 69, H, carries 0.103; number 70, H, carries 0.093; number 71, H, carries 0.124; number 72, H, carries 0.106; number 73, H, carries 0.104; number 74, H, carries 0.104; number 75, H, carries 0.092; number 76, C, carries 0.023; number 77, C, carries -0.623; number 78, O, carries 0.129; number 79, O, carries 0.021; number 80, H, carries 0.050; number 81, H, carries 0.094; number 82, H, carries 0.093

=====

C3H10NO2 | the ωB97M-V functional and the def2-TZVPD basis

- 2S+1 = 1
- net charge = +1
- relative energy (zero: lowest compared OMol25 entry of this formula, charge and spin) (kJ/mol) = 449.6
- frontier orbital gap (eV) = 12.90

Cartesian coordinates (Å):
C: 1.9567 0.2314 0.4302
C: 0.2051 -1.1384 -0.3133
C: -0.1420 1.3962 0.0230
N: 0.6672 0.2586 -0.2397
O: -2.7745 -0.3637 -0.1013
O: 0.3599 1.1009 -1.2353
H: 1.9278 -0.2769 1.4460
H: 2.5715 -0.3477 -0.2034
H: 2.2374 1.3488 0.4830
H: 0.8947 -1.7900 -0.9038
H: 0.1506 -1.6343 0.5620
H: -0.6954 -0.9835 -0.8191
H: -3.1495 -0.7141 0.6892
H: -1.1838 1.1428 0.3778
H: 0.3170 2.1719 0.6431
H: -3.3426 -0.4019 -0.8385

From a Löwdin analysis of the wavefunction, the atomic charges in e read: number 1, C, carries 0.045; number 2, C, carries 0.063; number 3, C, carries -0.016; number 4, N, carries -0.328; number 5, O, carries -0.010; number 6, O, carries 0.151; number 7, H, carries 0.153; number 8, H, carries 0.095; number 9, H, carries 0.148; number 10, H, carries 0.146; number 11, H, carries 0.081; number 12, H, carries 0.073; number 13, H, carries 0.052; number 14, H, carries 0.151; number 15, H, carries 0.152; number 16, H, carries 0.043

=====

C33H53N4O2OsP2 | the ωB97M-V functional and the def2-TZVPD basis

- 2S+1 = 5
- net charge = +3
- expectation value of S² = 6.070
- frontier orbital gap (alpha / beta) (eV) = 4.77 / 5.86

Cartesian coordinates (Å):
C: 2.0893 -2.0476 -0.9995
C: 1.7878 0.0917 -1.9414
C: 3.0397 -2.3796 -1.9680
C: 2.5901 -0.2375 -3.0040
C: 3.2702 -1.4640 -2.9799
H: 3.4905 -3.3461 -1.9235
H: 2.7596 0.5530 -3.7282
H: 3.9809 -1.6903 -3.8103
N: 1.5761 -0.8134 -0.9174
P: -0.0453 -2.4820 0.7368
P: 0.9002 2.0092 -0.0816
C: 1.5925 -3.0520 0.0268
H: 1.5494 -4.0394 -0.4401
H: 2.3188 -3.0734 0.8507
C: 1.1883 1.3953 -1.7438
H: 1.0226 2.0718 -2.6710
C: -0.4009 3.4293 -0.1858
C: 2.6019 2.7835 0.1481
C: -1.2512 -3.2885 -0.5029
C: -0.1107 -3.3949 2.3966
C: -1.7375 2.9611 0.4050
H: -1.6471 2.7120 1.4672
H: -2.4705 3.7754 0.3084
H: -2.1299 2.0908 -0.1215
C: 0.0397 4.6447 0.6365
H: 0.2007 4.3902 1.6917
H: 0.9357 5.1285 0.2336
H: -0.7694 5.3907 0.5996
C: -0.6613 3.8599 -1.6369
H: -1.3890 4.6843 -1.6184
H: 0.2325 4.2377 -2.1440
H: -1.1001 3.0479 -2.2321
C: 2.7077 3.3148 1.5949
H: 2.1081 2.7274 2.3099
H: 3.7573 3.2300 1.9150
H: 2.4255 4.3715 1.6787
C: 3.7077 1.7269 -0.0510
H: 3.6346 0.9186 0.6816
H: 3.7185 1.3079 -1.0624
H: 4.6666 2.2324 0.1238
C: 2.8159 3.8990 -0.9071
H: 2.0277 4.0100 -1.6622
H: 2.9624 4.8667 -0.4109
H: 3.7424 3.6946 -1.4652
C: -1.5251 -3.2321 2.9780
H: -1.5022 -3.5004 4.0446
H: -1.8637 -2.1881 2.9044
H: -2.2587 -3.8900 2.4958
C: 0.8816 -2.7565 3.3824
H: 1.9147 -2.7741 3.0117
H: 0.6011 -1.7283 3.6390
H: 0.8553 -3.3392 4.3157
C: 0.2596 -4.8851 2.2784
H: 0.5302 -5.2470 3.2817
H: -0.5821 -5.5020 1.9479
H: 1.1237 -5.0686 1.6259
C: -0.9780 -2.8170 -1.9448
H: -1.5791 -3.4375 -2.6279
H: -1.2964 -1.7843 -2.0853
H: 0.0710 -2.9172 -2.2363
C: -2.6722 -2.8476 -0.1192
H: -2.7344 -1.7518 -0.0537
H: -3.3648 -3.1909 -0.9012
H: -2.9940 -3.2842 0.8314
C: -1.1477 -4.8179 -0.5212
H: -0.1221 -5.1720 -0.7032
H: -1.5427 -5.2800 0.3912
H: -1.7688 -5.1924 -1.3534
Os: 0.3062 -0.1545 0.6864
C: 1.6136 -0.0318 1.9950
O: 2.4705 0.0094 2.7579
N: -1.2172 0.0226 -0.7726
C: -1.0921 0.5676 -1.8381
C: -1.5607 0.7650 -3.1855
C: -2.9575 0.6435 -3.1458
C: -0.8348 0.9795 -4.3767
C: -3.6584 0.7817 -4.3448
H: -3.3947 0.4112 -2.1670
C: -1.5672 1.1028 -5.5733
H: 0.2609 0.9971 -4.3916
C: -2.9490 1.0116 -5.5289
H: -4.7325 0.6888 -4.3124
H: -1.0084 1.2629 -6.5139
H: -3.5200 1.1199 -6.4374
C: 0.0353 1.6648 4.6012
N: -1.3500 1.2892 4.5008
C: -1.9342 0.6781 3.4550
N: -3.2693 0.4647 3.5973
O: -1.3498 0.2814 2.4099
H: 0.3877 2.0878 3.6449
H: 0.6726 0.8049 4.8670
H: 0.1411 2.4251 5.3791
H: -1.9776 1.4717 5.2984
H: -3.7991 0.1311 2.8185
H: -3.7488 0.8796 4.3993

From a Löwdin analysis of the wavefunction, the atomic charges in e read: number 1, C, carries -0.289; number 2, C, carries -0.344; number 3, C, carries 0.039; number 4, C, carries 0.011; number 5, C, carries 0.028; number 6, H, carries 0.136; number 7, H, carries 0.141; number 8, H, carries 0.155; number 9, N, carries -0.021; number 10, P, carries 1.045; number 11, P, carries 1.035; number 12, C, carries -0.210; number 13, H, carries 0.097; number 14, H, carries 0.109; number 15, C, carries -0.183; number 16, H, carries 0.130; number 17, C, carries -0.612; number 18, C, carries -0.629; number 19, C, carries -0.639; number 20, C, carries -0.647; number 21, C, carries -0.091; number 22, H, carries 0.071; number 23, H, carries 0.111; number 24, H, carries 0.052; number 25, C, carries -0.068; number 26, H, carries 0.087; number 27, H, carries 0.077; number 28, H, carries 0.115; number 29, C, carries -0.062; number 30, H, carries 0.117; number 31, H, carries 0.078; number 32, H, carries 0.065; number 33, C, carries -0.072; number 34, H, carries 0.054; number 35, H, carries 0.108; number 36, H, carries 0.081; number 37, C, carries -0.071; number 38, H, carries 0.067; number 39, H, carries 0.074; number 40, H, carries 0.115; number 41, C, carries -0.050; number 42, H, carries 0.055; number 43, H, carries 0.099; number 44, H, carries 0.102; number 45, C, carries -0.073; number 46, H, carries 0.111; number 47, H, carries 0.064; number 48, H, carries 0.079; number 49, C, carries -0.090; number 50, H, carries 0.085; number 51, H, carries 0.060; number 52, H, carries 0.112; number 53, C, carries -0.058; number 54, H, carries 0.110; number 55, H, carries 0.074; number 56, H, carries 0.086; number 57, C, carries -0.067; number 58, H, carries 0.111; number 59, H, carries 0.044; number 60, H, carries 0.080; number 61, C, carries -0.080; number 62, H, carries 0.058; number 63, H, carries 0.109; number 64, H, carries 0.066; number 65, C, carries -0.062; number 66, H, carries 0.088; number 67, H, carries 0.076; number 68, H, carries 0.112; number 69, Os, carries 1.230; number 70, C, carries -0.411; number 71, O, carries 0.148; number 72, N, carries -0.017; number 73, C, carries -0.226; number 74, C, carries -0.188; number 75, C, carries -0.004; number 76, C, carries 0.010; number 77, C, carries 0.044; number 78, H, carries 0.133; number 79, C, carries -0.011; number 80, H, carries 0.107; number 81, C, carries -0.007; number 82, H, carries 0.139; number 83, H, carries 0.143; number 84, H, carries 0.135; number 85, C, carries -0.040; number 86, N, carries 0.041; number 87, C, carries -0.566; number 88, N, carries 0.203; number 89, O, carries -0.126; number 90, H, carries 0.066; number 91, H, carries 0.096; number 92, H, carries 0.111; number 93, H, carries 0.172; number 94, H, carries 0.119; number 95, H, carries 0.137